# C38H60O9

A cluster of 3 separate species, C38H60O9 in total (ωB97M-V/def2-TZVPD, the OMol25 dataset).

Geometry as XYZ:
```
107
Properties=species:S:1:pos:R:3:forces:R:3
C 0.1356 -0.8112 -0.4855 -0.241 -0.409 -0.171
O -0.3499 0.3857 -1.1219 -0.131 -0.790 0.275
C -1.4086 0.1022 -2.0452 0.011 -0.207 -1.000
C -2.6689 1.0367 -1.8860 0.302 0.044 0.171
C -3.0248 1.4034 -0.4004 -0.262 -0.178 0.166
C -4.0249 0.3606 0.2867 1.310 1.192 0.086
C -4.0253 0.7231 1.8291 -0.815 0.452 -0.423
C -5.2717 0.1706 2.6167 0.200 -0.181 -0.983
C -5.2809 -1.3846 2.8276 0.098 0.007 0.900
C -4.0622 -1.9475 3.6587 -0.855 -1.160 0.074
C -4.5605 -3.2573 4.4221 -0.215 1.037 1.096
C -3.4571 -3.8649 5.3792 -0.386 -0.816 -0.919
C -3.0095 -5.3501 4.9546 0.520 1.711 1.011
C -1.5766 -5.5737 5.5766 0.895 -0.562 0.169
C -1.2018 -4.9213 6.8439 1.784 -0.903 -0.169
C 0.1379 -5.0615 7.4487 -0.700 -1.305 -2.664
C 1.1322 -5.8816 6.7575 -2.292 0.664 -0.250
C 0.7446 -6.5583 5.5285 -0.273 0.207 0.204
C -0.5929 -6.4354 4.9049 1.202 0.703 2.073
C -0.8344 -7.2231 3.6038 0.485 -0.616 -0.606
O -1.7148 -6.9893 2.7974 0.287 0.114 0.888
C 0.1324 -8.3981 3.2210 1.451 -1.519 -0.153
C -0.2287 -9.4162 2.2209 2.234 -0.120 0.976
C 0.7608 -10.4562 1.8982 0.336 1.041 0.736
C 2.0901 -10.5334 2.5119 -1.350 1.842 0.989
C 2.4435 -9.5398 3.5190 -2.189 -0.105 -1.396
C 1.4575 -8.5010 3.8254 -0.074 -0.380 -0.131
C 1.8645 -7.4302 4.8586 -0.742 0.311 -0.017
O 3.0247 -7.2385 5.1602 -0.646 -0.345 -0.160
H 1.0069 -0.5622 0.1790 -0.941 -0.105 -0.705
H -0.6948 -1.2910 0.1100 0.824 0.481 -0.335
H 0.4502 -1.5786 -1.2569 -0.117 0.827 0.740
H -0.9813 0.2704 -3.0822 -0.528 -0.222 0.944
H -1.6645 -0.9965 -2.0125 0.005 1.069 0.220
H -2.4776 1.9619 -2.5009 -0.211 -0.808 0.743
H -3.5491 0.5128 -2.3545 0.825 0.487 0.339
H -3.5185 2.4185 -0.3589 0.425 -1.020 -0.153
H -2.0992 1.5047 0.2382 -0.810 -0.234 -0.835
H -3.6575 -0.6781 0.0769 -0.497 0.763 0.253
H -5.0175 0.5421 -0.2056 0.676 -0.483 0.698
H -3.0376 0.4832 2.3161 -0.991 -0.062 -0.512
H -4.1019 1.8529 1.8659 0.115 -1.104 0.019
H -6.1856 0.4182 1.9958 0.885 -0.092 0.714
H -5.3611 0.7460 3.5762 0.047 -0.816 -0.624
H -6.2100 -1.6213 3.4296 0.882 0.198 -0.661
H -5.3663 -1.9862 1.8860 0.050 0.820 0.548
H -3.7348 -1.1887 4.4172 -0.113 -0.694 -0.648
H -3.1956 -2.2832 3.0289 -0.636 0.741 0.376
H -5.0259 -4.0089 3.7328 0.629 0.608 0.416
H -5.3983 -2.8957 5.0934 0.684 -0.471 -0.783
H -2.5481 -3.2039 5.3098 -0.916 -0.612 0.413
H -3.8716 -3.9330 6.4157 0.596 0.430 -0.759
H -3.0009 -5.3472 3.8396 0.180 -0.540 1.026
H -3.7493 -6.0855 5.3832 0.801 0.597 -0.686
H -1.9107 -4.2797 7.4244 0.544 -0.763 -0.934
H 0.4237 -4.5454 8.3921 -0.483 -0.451 -0.874
H 2.1452 -5.9542 7.2186 -0.938 -0.211 -0.855
H -1.2165 -9.4120 1.7074 0.968 0.106 0.567
H 0.5189 -11.2216 1.1171 0.085 0.863 0.875
H 2.8318 -11.3269 2.2455 -0.973 0.787 0.169
H 3.4259 -9.5627 4.0397 -0.971 0.190 -0.481
C 0.3349 3.0199 -4.5357 -0.161 0.167 -0.192
O -0.5208 4.0560 -4.9729 0.237 0.076 0.132
C -1.3247 4.5742 -3.9214 -0.068 0.026 -0.495
C -1.6912 6.0239 -4.1931 0.020 0.030 0.273
O -0.6315 6.9381 -3.9253 0.001 -0.145 -0.178
C 0.4394 6.9592 -4.8673 -0.056 0.325 0.107
C 0.0600 7.5870 -6.1997 0.179 -0.607 -0.130
O -0.6424 6.6484 -7.0057 -0.273 0.133 0.083
C -1.4599 7.2780 -7.9707 0.121 -0.233 0.125
H -0.2460 2.1648 -4.1757 0.097 -0.071 0.121
H 0.9467 2.7049 -5.3816 -0.106 0.027 -0.021
H 1.0010 3.3839 -3.7483 -0.083 -0.123 0.101
H -0.8003 4.5067 -2.9613 0.002 0.022 0.009
H -2.2394 3.9696 -3.8756 -0.091 0.060 0.213
H -2.4906 6.2998 -3.4997 0.095 -0.004 0.056
H -2.0865 6.1607 -5.2006 0.136 -0.190 -0.090
H 0.8711 5.9659 -4.9937 -0.111 -0.032 -0.224
H 1.2098 7.5871 -4.4105 -0.113 0.022 0.022
H 0.9717 7.8689 -6.7420 0.040 0.218 0.119
H -0.5505 8.4785 -6.0239 -0.003 0.040 0.044
H -2.2035 7.9188 -7.4838 0.030 0.129 -0.078
H -1.9894 6.5010 -8.5231 0.112 -0.001 0.033
H -0.8540 7.8636 -8.6688 -0.082 0.124 -0.052
C 3.0599 1.5831 -1.2325 0.224 0.043 -0.048
O 4.1780 2.1692 -1.8695 -0.136 0.176 0.192
C 3.8036 3.0089 -2.9521 0.517 -0.250 0.111
C 4.8412 4.0985 -3.1676 -0.220 0.142 -0.091
O 4.7539 5.1624 -2.2234 0.068 -0.200 0.060
C 5.2229 4.8791 -0.9066 0.085 0.313 -0.080
C 6.7360 4.7509 -0.8186 -0.237 -0.568 0.192
O 7.1482 3.4607 -1.2527 0.074 0.123 -0.279
C 8.4891 3.4489 -1.6974 -0.249 -0.128 0.066
H 2.5167 0.9279 -1.9206 -0.168 0.024 0.048
H 3.4231 0.9934 -0.3902 0.067 -0.003 -0.095
H 2.3925 2.3596 -0.8431 -0.156 -0.078 -0.078
H 2.8282 3.4701 -2.7670 0.048 0.044 0.044
H 3.7408 2.3808 -3.8500 -0.144 0.151 -0.164
H 4.6416 4.5595 -4.1391 -0.075 0.041 0.071
H 5.8526 3.6925 -3.2131 -0.060 -0.189 0.150
H 4.7158 4.0096 -0.4876 0.204 -0.152 -0.039
H 4.9263 5.7433 -0.3052 0.034 0.021 -0.116
H 7.0504 4.8621 0.2272 -0.003 0.252 0.007
H 7.2056 5.5313 -1.4259 -0.016 0.056 -0.015
H 8.6201 4.1391 -2.5382 0.118 0.080 0.057
H 8.7207 2.4414 -2.0445 -0.062 0.029 0.095
H 9.1697 3.7116 -0.8818 0.127 0.073 -0.057
```
Forces are in eV/Å.

Output
* total energy: -2160.856732 Ha
* charge: 0

---

# C38H61As2F3KO11PSe2

A structure of composition C38H61As2F3KO11PSe2 (ωB97M-V/def2-TZVPD, the OMol25 dataset).

Geometry as XYZ:
```
119
Properties=species:S:1:pos:R:3:forces:R:3
K -0.3908 0.1028 0.1345 1.299 -1.204 -0.324
O 3.8405 -3.3723 -2.2578 -0.068 0.060 0.123
C 4.7318 -2.3113 -1.9763 0.060 0.000 -0.081
C 4.1627 -0.8828 -2.1273 -0.081 -0.038 0.102
C 5.4114 0.0007 -2.3026 0.073 0.141 0.133
O 5.2055 1.3885 -2.1291 0.252 -0.125 0.262
C 3.4425 -0.4649 -0.8319 -0.195 -0.055 -0.121
Se 2.0747 -1.7326 -0.0915 0.466 -0.150 -0.046
C 3.2905 -0.8120 -3.3850 -0.076 0.170 0.038
Se 2.7730 1.0070 -4.0377 -0.123 -0.184 -0.062
H 3.0880 -3.2311 -1.6465 0.003 -0.027 -0.053
H 5.5736 -2.4355 -2.6681 -0.011 0.012 -0.026
H 5.1259 -2.4050 -0.9534 0.033 -0.006 0.016
H 5.8338 -0.2038 -3.2975 -0.004 -0.015 -0.045
H 6.1617 -0.2949 -1.5583 0.021 -0.011 0.010
H 4.4488 1.6006 -2.7183 -0.105 0.109 -0.157
H 2.9682 0.5044 -0.9899 -0.008 -0.033 -0.001
H 4.1998 -0.3476 -0.0553 -0.019 0.050 0.051
H 2.3819 -1.3860 -3.2190 -0.036 0.017 -0.027
H 3.8443 -1.2803 -4.2004 -0.052 -0.061 -0.017
O -0.5211 1.9582 -1.1692 -0.186 1.346 -0.726
P -0.7710 3.3491 -1.6805 0.285 -0.465 0.044
C -0.4370 3.3117 -3.4669 -0.019 0.041 -0.129
C -0.9916 1.9812 -4.0429 0.002 0.068 -0.016
C -1.1015 2.0434 -5.5718 0.000 0.021 -0.002
C 0.0635 2.8410 -6.1468 -0.028 0.052 0.009
C -0.0357 4.3177 -5.7237 -0.007 -0.019 0.020
C -0.7861 4.4840 -4.3904 0.120 -0.054 0.001
C -2.4473 3.8249 -1.1249 -0.208 -0.099 -0.010
C -3.5679 2.9489 -1.7115 0.068 0.044 -0.020
C -4.1478 3.4901 -3.0143 -0.009 0.048 0.080
C -4.5900 4.9446 -2.8619 0.024 -0.009 0.002
C -3.4391 5.8252 -2.3760 -0.028 -0.064 0.043
C -2.8707 5.2966 -1.0606 -0.032 -0.064 -0.059
C 0.3162 4.5325 -0.7938 0.081 0.100 0.099
C 0.6520 5.8646 -1.4875 0.057 -0.038 0.004
C 1.8170 5.7683 -2.4773 -0.004 -0.026 0.092
C 3.0505 5.1419 -1.8308 -0.014 -0.039 -0.046
C 2.7198 3.7686 -1.2576 -0.042 0.007 0.041
C 1.5912 3.8657 -0.2398 -0.045 -0.040 -0.059
H 0.6586 3.2077 -3.4541 -0.019 -0.110 -0.052
H -1.9619 1.7365 -3.6045 0.030 -0.010 -0.030
H -0.2963 1.1922 -3.7596 0.036 -0.010 0.006
H -2.0521 2.5026 -5.8772 0.009 -0.024 0.006
H -1.0974 1.0274 -5.9709 -0.018 -0.008 0.006
H 0.0951 2.7647 -7.2367 0.000 0.000 0.004
H 0.9881 2.3969 -5.7713 0.026 -0.020 -0.005
H -0.5492 4.9018 -6.4950 0.004 0.015 0.013
H 0.9704 4.7357 -5.6267 -0.002 0.009 -0.008
H -1.8598 4.4959 -4.5798 -0.028 -0.011 -0.004
H -0.5379 5.4506 -3.9490 -0.025 0.010 0.004
H -2.3266 3.4496 -0.0972 -0.017 0.032 -0.002
H -4.3555 2.8888 -0.9539 -0.008 0.012 -0.009
H -3.2082 1.9267 -1.8285 -0.005 -0.015 0.048
H -4.9934 2.8691 -3.3219 -0.008 -0.001 -0.005
H -3.4047 3.4170 -3.8109 0.004 0.006 -0.045
H -5.4015 4.9914 -2.1256 -0.025 0.012 -0.020
H -4.9902 5.3259 -3.8058 -0.003 0.010 -0.005
H -3.7803 6.8562 -2.2433 -0.001 0.007 -0.001
H -2.6545 5.8453 -3.1347 0.014 0.037 -0.012
H -3.6569 5.3661 -0.2990 0.003 0.008 0.009
H -2.0536 5.9313 -0.7158 0.046 0.027 0.024
H -0.3135 4.7525 0.0776 0.000 0.067 -0.001
H 0.9384 6.5761 -0.7024 -0.017 0.005 -0.003
H -0.2295 6.2874 -1.9767 -0.020 0.021 -0.003
H 2.0440 6.7693 -2.8569 -0.001 0.009 -0.018
H 1.5349 5.1620 -3.3391 0.006 0.001 -0.019
H 3.4088 5.8010 -1.0284 0.023 -0.001 0.005
H 3.8550 5.0553 -2.5645 0.004 0.014 0.002
H 3.6012 3.3224 -0.7908 -0.012 0.012 -0.021
H 2.4431 3.0748 -2.0605 0.028 0.028 -0.007
H 1.9253 4.4691 0.6144 0.005 0.007 0.007
H 1.3479 2.8729 0.1389 -0.025 0.025 0.024
F -1.6940 1.0300 1.8254 -0.732 0.345 0.690
C -2.9600 1.0725 1.0686 -0.062 0.261 -0.083
F -2.8010 -0.1824 0.3511 -0.546 0.034 0.188
F -3.8407 0.6792 2.0558 -0.106 -0.052 0.159
C -2.1983 -6.1507 3.1099 0.011 0.037 0.049
O -3.4974 -5.5361 3.1285 -0.066 0.051 -0.075
C -3.6874 -4.2656 3.5199 0.273 0.100 0.099
O -4.7684 -3.7563 3.3720 -0.006 -0.016 0.016
C -2.5031 -3.5310 4.0964 -0.154 0.019 -0.127
C -2.0558 -3.8324 5.3172 0.054 -0.131 0.096
As -0.2459 -3.3952 6.0686 -0.003 0.076 -0.157
C -0.7519 -2.9014 7.8866 -0.055 0.028 0.124
C -0.3127 -1.7559 5.0161 -0.409 0.147 0.498
C -0.2291 -2.1332 3.7291 0.450 -0.336 -0.672
As -2.0061 -1.9554 2.8885 0.221 -0.352 0.220
C -1.8300 -2.9908 1.2373 -0.225 -0.134 0.027
C 0.8011 -3.1458 3.2285 -0.674 0.170 -0.085
O 0.5822 -3.9347 2.3383 0.187 0.055 0.608
O 1.9751 -3.0117 3.8474 -0.077 0.131 -0.333
C 3.0389 -3.7568 3.2261 0.025 -0.056 0.009
C -1.2222 -0.6115 5.4000 0.328 -0.489 -0.019
O -2.0247 -0.6167 6.3098 -0.020 0.053 -0.145
O -0.9590 0.4356 4.6284 -0.025 0.123 0.096
C -1.8534 1.5492 4.7528 -0.019 0.015 -0.015
C -2.7498 -4.8334 6.1991 0.147 0.058 -0.236
O -2.2521 -5.8943 6.4928 -0.054 0.061 -0.001
O -3.9422 -4.4955 6.7060 0.007 0.044 0.069
C -4.4443 -3.1495 6.5409 0.047 -0.067 0.041
H -2.1365 -6.8567 3.9353 0.017 -0.001 0.019
H -1.3949 -5.4232 3.1943 0.008 -0.024 -0.049
H -2.1189 -6.6667 2.1561 -0.005 -0.024 0.005
H -1.1427 -3.8054 8.3569 0.010 0.010 0.033
H -1.4824 -2.0996 7.9187 0.017 -0.008 0.008
H 0.1593 -2.6066 8.4070 -0.023 0.002 0.036
H -1.4837 -3.9818 1.4979 -0.025 -0.053 -0.253
H -1.0963 -2.5435 0.5717 0.090 0.020 0.029
H -2.7994 -3.0153 0.7396 -0.014 0.116 0.068
H 3.9519 -3.3761 3.6739 0.016 -0.002 -0.026
H 3.0251 -3.5894 2.1480 0.032 0.104 0.029
H 2.9227 -4.8200 3.4374 -0.030 -0.014 0.033
H -1.3990 2.3464 4.1754 -0.022 0.013 -0.017
H -1.9699 1.8269 5.7992 0.019 -0.003 0.008
H -2.8155 1.2851 4.3171 -0.004 0.006 0.000
H -5.1832 -3.0314 7.3288 -0.018 0.006 0.007
H -4.9108 -3.0394 5.5653 0.001 0.034 0.001
H -3.6485 -2.4162 6.6604 -0.031 0.020 -0.001
```
Forces are in eV/Å.

Output
* total energy: -12827.556561 Ha
* relative energy (zero: lowest compared OMol25 entry of this formula, charge and spin): 0.291 eV
* charge: -2

---

For each record above, in turn, the calculated lowest unoccupied orbital energy values are -0.90, 3.29 eV.